1.
# C11H10ClGdN

A structure of composition C11H10ClGdN in a non-equilibrium geometry (the ωB97M-V functional and the def2-TZVPD basis, OMol25).

Structure (ORCA input):
```
! wB97M-V def2-TZVPD RIJCOSX def2/J DEFGRID3
* xyz -1 8
C 1.05 -1.53 2.86
C 1.16 -0.25 2.30
C 1.91 -0.35 1.08
H 0.80 0.66 2.75
C 2.26 -1.71 0.89
C 1.77 -2.44 2.00
H 2.21 -3.37 2.31
H 0.62 -1.77 3.81
H 2.22 0.47 0.46
H 2.86 -2.14 0.13
Gd -0.27 -1.70 0.87
Cl -2.51 -2.61 1.26
C -2.38 1.87 -2.69
C -1.16 1.81 -3.43
C -0.26 2.79 -2.90
H -0.96 1.16 -4.27
C -0.93 3.46 -1.83
C -2.24 2.89 -1.70
H -3.00 3.20 -1.01
H -3.26 1.28 -2.88
H 0.72 3.01 -3.26
H -0.54 4.27 -1.24
N -0.03 -5.01 2.56
C -0.06 -4.00 1.94
*
```

Properties
* largest force on an atom: 0.0590 hartree/bohr
* energy above the lowest of the compared OMol25 structures with the same formula, charge and spin: 50.50 kcal/mol
* HOMO-LUMO gap (spin up / spin down): 6.25 / 2.63 eV
* HOMO (spin up / spin down): -4.2 / -2.9 eV
* LUMO level (spin up / spin down): 2.04 / -0.23 eV

2.
# C11H10ClN3O

The molecule C11H10ClN3O in a non-equilibrium geometry (the ωB97M-V functional and the def2-TZVPD basis, OMol25).

Structure (ORCA input):
```
! wB97M-V def2-TZVPD RIJCOSX def2/J DEFGRID3
* xyz 0 1
O 1.51 2.65 0.20
Cl -3.38 1.55 2.77
N -0.43 -0.28 0.89
N 4.23 -1.13 -1.53
C 1.20 1.44 0.20
C -1.59 -0.24 1.51
C -1.91 1.11 1.87
C -0.88 1.89 1.46
C 2.90 -1.47 -1.58
C 4.58 0.04 -0.97
C 1.89 -0.70 -1.00
C 3.61 0.93 -0.43
C 2.24 0.54 -0.42
N 0.04 1.02 0.84
C -2.35 -1.51 1.75
C -0.86 3.39 1.65
H 2.63 -2.40 -2.09
H 5.61 0.36 -0.99
H 0.87 -1.09 -1.02
H 3.97 1.85 0.02
H -1.94 -2.28 1.15
H -3.40 -1.37 1.52
H -2.18 -1.84 2.77
H -0.05 3.65 2.37
H -1.79 3.75 2.08
H -0.76 3.89 0.71
*
```

Properties
* largest force on an atom: 0.0673 hartree/bohr
* HOMO-LUMO gap: 9.31 eV
* HOMO: -9.6 eV
* LUMO level: -0.32 eV
* SMILES string: Cc1nn(C(=O)c2ccncc2)c(C)c1Cl

3.
# C11H10N2

A structure of composition C11H10N2 in a non-equilibrium geometry (the ωB97M-V functional and the def2-TZVPD basis, OMol25).

Structure (ORCA input):
```
! wB97M-V def2-TZVPD RIJCOSX def2/J DEFGRID3
* xyz 0 1
C -3.43 0.34 -0.16
C -3.17 -1.02 -0.13
C -2.39 1.26 -0.04
C -1.88 -1.50 0.03
C -1.11 0.80 0.12
C -0.84 -0.60 0.19
C 1.54 -1.56 0.07
C 2.56 -0.81 -0.42
C 3.65 0.06 0.02
C 2.33 0.70 -0.36
C 1.19 0.93 0.54
N 0.05 1.63 0.14
N 0.46 -0.85 0.47
H -4.44 0.69 -0.30
H -3.99 -1.72 -0.21
H -2.59 2.32 -0.10
H -1.68 -2.55 0.03
H 1.53 -2.64 0.11
H 3.91 0.02 1.07
H 4.49 0.24 -0.63
H 2.29 1.20 -1.32
H 1.36 0.92 1.61
H 0.16 2.12 -0.74
*
```

Properties
* largest force on an atom: 0.0633 hartree/bohr
* energy above the lowest of the compared OMol25 structures with the same formula, charge and spin: 100.22 kcal/mol
* HOMO-LUMO gap: 8.04 eV
* HOMO: -7.3 eV
* LUMO level: 0.78 eV

4.
# C11H10N6S

The molecule C11H10N6S in a non-equilibrium geometry (the ωB97M-V functional and the def2-TZVPD basis, OMol25).

Structure (ORCA input):
```
! wB97M-V def2-TZVPD RIJCOSX def2/J DEFGRID3
* xyz 0 1
N -4.07 -2.12 -1.44
N -0.96 1.48 -0.59
N 0.07 0.76 -0.83
N -4.91 0.07 -0.86
N -3.27 1.80 -0.55
S 2.83 -0.93 -1.02
C -2.85 -2.58 -1.55
C 3.85 -1.64 0.24
C 3.87 -0.88 1.39
C 2.95 0.26 1.32
C 2.34 0.38 0.08
C -4.52 1.32 -0.58
C -3.91 -0.77 -1.12
C -2.27 0.95 -0.77
C -2.56 -0.38 -1.07
N -1.93 -1.58 -1.26
C 2.78 1.15 2.54
C 1.34 1.40 -0.38
H -2.62 -3.59 -1.82
H 4.48 -2.48 0.04
H 4.46 -1.12 2.27
H -5.33 2.06 -0.43
H -0.93 -1.72 -1.41
H 2.48 2.16 2.21
H 1.98 0.72 3.19
H 3.71 1.22 3.15
H 1.79 1.96 -1.20
H 1.20 2.11 0.43
*
```

Properties
* largest force on an atom: 0.0592 hartree/bohr
* energy above the lowest of the compared OMol25 structures with the same formula, charge and spin: 0.00 kcal/mol
* HOMO-LUMO gap: 8.04 eV
* HOMO: -9.0 eV
* LUMO level: -0.96 eV
* SMILES string: Cc1ccsc1C/N=N/c1ncnc2nc[nH]c12

Q: Number 4 is which compound?
A: C11H10N6S